1.
# C7H14

A cluster of 3 separate species, C7H14 in total (ωB97M-V/def2-TZVPD, the OMol25 dataset).

```
21
Properties=species:S:1:pos:R:3:nbo_charge:R:1
C 0.92057 -2.13313 0.39651 -0.4060
C 1.58079 -1.07335 -0.03050 0.0131
C 2.72658 -0.17037 0.12079 -0.4497
C 1.69036 0.03432 -0.98629 -0.4541
H 1.26371 -2.70730 1.25353 0.2024
H 0.00991 -2.46864 -0.09537 0.1985
H 2.73225 0.53375 0.95086 0.2223
H 3.71217 -0.53027 -0.16806 0.2221
H 1.99152 -0.18424 -2.00884 0.2224
H 0.99976 0.87066 -0.88869 0.2312
H 0.54282 2.48553 0.84653 0.0000
H 1.20942 2.59265 1.16044 -0.0038
C -2.17661 1.59387 0.45818 -0.4169
C -1.80331 0.32010 0.36666 -0.1682
C -2.31190 -0.64538 -0.66337 -0.6507
H -2.89433 2.02684 -0.23661 0.1894
H -1.79067 2.24900 1.23524 0.1983
H -1.07861 -0.07807 1.07812 0.2036
H -2.83030 -1.48682 -0.18674 0.2181
H -3.00975 -0.16238 -1.35503 0.2109
H -1.48437 -1.06678 -1.24736 0.2173
```

Output
Charge: 0
E_tot: -274.97607 Eh
Gap between HOMO and LUMO: 10.8 eV
Structure (SMILES): C=C1CC1.[H][H].C=CC
Strongest force on any atom: 0.231 eV/Å

---

2.
# C7H14

An isolated molecule of C7H14 (ωB97M-V/def2-TZVPD, the OMol25 dataset).

```
21
Properties=species:S:1:pos:R:3:nbo_charge:R:1
C 1.40159 -1.58926 -0.04174 -0.6131
C 0.97939 -0.21992 -0.54463 -0.2208
C 0.54532 0.87197 0.41100 -0.2176
C 0.49863 0.71682 1.91250 -0.6114
C -0.45908 0.24436 -0.52639 -0.0582
C -1.53026 -0.71426 -0.04280 -0.6065
C -0.99136 1.16088 -1.61258 -0.5889
H 2.49346 -1.63993 0.04792 0.2139
H 1.08901 -2.38867 -0.72411 0.2101
H 0.99295 -1.82264 0.94692 0.2050
H 1.57106 0.11827 -1.39597 0.2082
H 0.85507 1.87297 0.10590 0.2066
H -0.19696 1.44680 2.34295 0.2122
H 1.48521 0.88906 2.35765 0.2113
H 0.16228 -0.27573 2.22479 0.2029
H -1.73882 -1.45414 -0.82695 0.2101
H -2.46618 -0.17855 0.15865 0.2098
H -1.25592 -1.26170 0.86249 0.2097
H -0.22479 1.84099 -2.00011 0.2071
H -1.41200 0.60445 -2.45843 0.2045
H -1.79861 1.77823 -1.19707 0.2052
```

Output
Charge: 0
E_tot: -275.08908 Eh
Gap between HOMO and LUMO: 10.5 eV
Structure (SMILES): C[C@@H]1[C@H](C)C1(C)C
Strongest force on any atom: 0.213 eV/Å